{"formula": "C26H72F18N6O6P3", "method": "wB97M-V/def2-TZVPD", "symbols": ["C", "C", "O", "N", "H", "H", "C", "H", "H", "H", "H", "H", "H", "C", "C", "O", "N", "H", "H", "C", "H", "H", "H", "H", "H", "H", "C", "N", "C", "C", "C", "C", "O", "H", "H", "H", "H", "H", "H", "H", "H", "H", "H", "H", "H", "H", "H", "C", "N", "C", "C", "C", "C", "O", "H", "H", "H", "H", "H", "H", "H", "H", "H", "H", "H", "H", "H", "H", "C", "N", "C", "C", "C", "C", "O", "H", "H", "H", "H", "H", "H", "H", "H", "H", "H", "H", "H", "H", "H", "C", "N", "C", "C", "C", "C", "O", "H", "H", "H", "H", "H", "H", "H", "H", "H", "H", "H", "H", "H", "H", "P", "F", "F", "F", "F", "F", "F", "P", "F", "F", "F", "F", "F", "F", "P", "F", "F", "F", "F", "F", "F"], "positions_angstrom": [[1.89337, 20.68508, -7.57316], [2.78525, 19.44272, -7.42060], [3.21893, 18.65341, -8.32881], [3.17696, 19.13053, -5.99916], [4.18000, 19.17553, -5.88969], [2.78018, 19.67508, -5.24676], [2.75195, 17.65091, -5.67184], [2.55501, 21.54016, -7.43468], [1.21228, 20.82166, -6.73318], [1.39797, 20.79790, -8.53749], [2.94670, 16.98024, -6.50873], [1.68418, 17.63819, -5.45322], [3.21809, 17.37035, -4.72733], [-5.95916, 21.64933, -3.38559], [-7.14589, 21.87869, -4.27482], [-7.98160, 22.74193, -4.10370], [-7.38924, 20.77264, -5.31101], [-6.50987, 20.50622, -5.73035], [-7.83285, 20.04011, -4.77557], [-8.37297, 21.03333, -6.41331], [-5.19468, 21.23759, -4.04449], [-6.15112, 21.09476, -2.46706], [-5.57448, 22.60715, -3.03529], [-8.41959, 20.09613, -6.96792], [-7.94874, 21.86877, -6.97021], [-9.32642, 21.30931, -5.96291], [-2.04780, 28.81427, -15.75213], [-3.50101, 29.31867, -15.41039], [-3.57930, 29.55961, -13.89672], [-3.80102, 30.58418, -16.22257], [-4.63008, 28.25657, -15.63615], [-4.64235, 27.70887, -17.09603], [-3.69391, 26.69492, -17.11802], [-1.92707, 28.79780, -16.83529], [-2.01337, 27.76353, -15.46428], [-1.37496, 29.58038, -15.36684], [-4.51999, 29.82755, -13.41566], [-2.87101, 30.34386, -13.62955], [-3.10531, 28.63575, -13.56521], [-3.66399, 30.27564, -17.25896], [-2.93789, 31.16960, -15.90572], [-4.75683, 30.98030, -15.87963], [-5.59872, 28.72612, -15.46482], [-4.51972, 27.40883, -14.95995], [-4.62658, 28.42062, -17.92143], [-5.57958, 27.15735, -17.17037], [-3.75302, 26.18743, -17.93076], [-2.81650, 18.23384, -16.08210], [-2.22602, 19.04541, -14.89433], [-1.25865, 18.14353, -14.08900], [-1.39153, 20.26413, -15.37034], [-3.35893, 19.37702, -13.88718], [-4.31055, 20.61150, -14.18308], [-5.03202, 20.54396, -15.36760], [-3.58335, 17.54409, -15.72957], [-2.06624, 17.70853, -16.67307], [-3.34278, 18.88092, -16.78382], [-0.83737, 18.64786, -13.21937], [-0.40420, 17.88320, -14.71370], [-1.88828, 17.27105, -13.91451], [-0.50658, 19.84591, -15.84996], [-1.11198, 21.00827, -14.62455], [-2.00065, 20.85769, -16.05207], [-2.77328, 19.59833, -12.99492], [-4.03060, 18.52518, -13.78071], [-3.71084, 21.51702, -14.27520], [-4.91608, 20.63196, -13.27698], [-5.75987, 21.16893, -15.33246], [1.07297, 31.13345, -4.65534], [0.89145, 29.63712, -4.24747], [1.49730, 29.48750, -2.81559], [-0.62343, 29.49849, -4.14139], [1.52848, 28.59775, -5.25321], [1.63741, 29.19050, -6.72052], [0.36898, 29.35945, -7.31357], [0.26185, 31.51441, -5.27586], [2.05977, 31.42414, -5.01560], [0.89915, 31.79703, -3.80827], [2.56142, 29.68854, -2.93943], [1.33322, 28.44643, -2.53746], [1.08792, 30.25291, -2.15631], [-0.98999, 28.49856, -3.90926], [-1.01916, 29.80617, -5.10929], [-1.01903, 30.26277, -3.47246], [0.95218, 27.67893, -5.14483], [2.55254, 28.48712, -4.89660], [2.26840, 28.52806, -7.31309], [2.23217, 30.09687, -6.83385], [-0.15331, 28.55480, -7.35027], [-10.69969, 29.26229, -3.43844], [-10.47607, 30.59940, -4.16122], [-11.63567, 31.53327, -3.93357], [-9.25015, 31.10692, -3.40290], [-10.25015, 30.46171, -5.71515], [-8.89942, 29.70481, -6.02967], [-7.70014, 30.44454, -5.90872], [-10.72225, 29.54215, -2.38521], [-9.94382, 28.47763, -3.40581], [-11.55949, 28.78298, -3.90650], [-12.57499, 31.12721, -4.30892], [-11.29906, 32.46857, -4.38078], [-11.48776, 31.63962, -2.85891], [-9.38181, 31.48290, -2.38831], [-8.99423, 31.85704, -4.15119], [-8.39398, 30.43255, -3.38533], [-10.04700, 31.46024, -6.10216], [-11.17022, 29.91842, -5.93060], [-9.05596, 29.41045, -7.06742], [-8.82154, 28.75906, -5.49340], [-7.03544, 29.94672, -6.39034], [-4.30557, 15.98798, -7.96150], [-2.77518, 15.97553, -7.56177], [-4.38727, 14.36581, -7.78350], [-4.63539, 16.17454, -6.32852], [-5.84840, 16.11009, -8.46576], [-4.29472, 17.58151, -8.08312], [-3.89661, 15.76097, -9.51181], [-3.87862, 25.40963, -8.34863], [-3.76122, 23.83757, -8.16298], [-4.37588, 25.66212, -6.80176], [-2.31676, 25.60082, -8.15317], [-4.03125, 26.96750, -8.71012], [-3.57745, 25.16595, -9.91519], [-5.37306, 25.31433, -8.80511], [-10.44386, 26.22413, -13.49278], [-11.46688, 25.06936, -14.03582], [-10.46378, 27.00468, -14.92057], [-11.82628, 26.80356, -12.91558], [-9.56192, 27.34801, -12.74587], [-10.33457, 25.25016, -12.20486], [-9.20912, 25.34916, -13.96214]], "e_above_lowest_kcal_mol": 103.1, "fmax_ev_per_a": 7.134, "homo_lumo_gap_ha": 0.226, "charge": 3, "spin_multiplicity": 1, "e_homo_ev": -12.6}